(1)
Below is an isolated molecule of C4H7N3, with properties calculated with ωB97M-V/def2-TZVPD.

Each line ends with the Mulliken charge.
Atoms and positions in Å:
C1 2.195 0.085 0.280  -0.8669
N1 1.133 0.279 -0.687  -0.1968
C2 -0.174 0.072 -0.373  0.6311
N2 -1.134 0.566 -1.127  -0.8586
N3 -2.295 0.083 -0.455  0.2001
C3 -2.020 -0.892 0.673  -0.9686
C4 -0.671 -0.706 0.748  -0.1394
H1 2.200 -0.947 0.641  0.2679
H2 3.155 0.269 -0.208  0.3269
H3 2.110 0.757 1.146  0.3085
H4 1.291 0.955 -1.418  0.2759
H5 -3.062 -0.077 -1.106  0.2938
H6 -2.668 0.657 0.336  0.4032
H7 -0.062 -1.100 1.549  0.3230

## Properties
Energy above the lowest of the compared OMol25 structures with the same formula, charge and spin ... 3.505 eV
LUMO level ... 0.0340 Ha
Total charge ... 0
Orbital gap ... 9.51 eV
HOMO energy ... -0.31540 Eh

***

(2)
Below is a structure of composition C15H32As2LaN2O5, with properties calculated with ωB97M-V/def2-TZVPD.

Each line ends with the Mulliken charge.
Atoms and positions in Å:
O1 2.087 0.061 -2.529  -0.3882
H1 2.128 0.026 -3.504  0.2480
La1 0.821 1.196 -0.628  1.0350
N1 1.070 3.371 0.453  0.4502
N2 -1.309 2.573 -0.109  0.2373
O2 2.390 3.747 0.770  -0.4719
O3 -2.626 1.994 0.059  -0.4915
C1 0.103 4.214 0.842  0.5698
C2 -1.221 3.769 0.493  0.0902
C3 0.357 5.449 1.629  -1.4673
C4 -2.427 4.536 0.882  -1.3202
H2 1.430 5.638 1.699  0.3875
H3 -0.048 5.341 2.644  0.3510
H4 -0.142 6.306 1.163  0.3798
H5 -3.297 3.874 0.876  0.3966
H6 -2.603 5.346 0.155  0.3119
H7 -2.301 4.968 1.883  0.3706
H8 2.898 3.103 0.196  0.5026
H9 -2.837 1.599 -0.812  0.3948
O4 -0.477 0.496 1.582  -0.4123
H10 -0.176 0.575 2.502  0.2547
H11 -1.366 0.917 1.525  0.2301
C5 -0.046 1.944 -2.792  -1.3378
H12 0.645 1.813 -3.641  0.3722
H13 -0.137 3.020 -2.561  0.2769
H14 -1.039 1.572 -3.062  0.2700
O5 2.989 1.815 -0.977  -0.8955
H15 2.706 0.796 -2.192  0.3636
H16 3.837 2.206 -1.263  0.1768
C6 1.108 -2.859 -1.661  -0.6017
As1 -0.476 -1.730 -1.427  0.5559
C7 -1.528 -2.465 -2.915  -1.2172
C8 -1.264 -2.685 0.118  0.5385
C9 -2.583 -3.167 0.072  -0.4854
C10 -3.100 -3.917 1.142  -0.7011
C11 -2.339 -4.095 2.293  -0.7099
C12 -1.069 -3.531 2.381  -0.8072
C13 -0.512 -2.857 1.293  0.2225
As2 1.312 -2.070 1.874  0.2749
C14 2.169 -3.820 1.827  -1.2011
C15 2.646 -1.176 0.672  -1.0234
H17 1.855 -2.289 -2.224  0.2674
H18 0.791 -3.741 -2.221  0.4747
H19 1.509 -3.138 -0.684  -0.2905
H20 -1.163 -3.476 -3.154  0.3656
H21 -2.596 -2.484 -2.660  0.4274
H22 -1.364 -1.788 -3.768  0.3500
H23 -3.212 -2.959 -0.796  0.2297
H24 -4.099 -4.346 1.067  0.3925
H25 -2.736 -4.655 3.132  0.3886
H26 -0.511 -3.602 3.314  0.4401
H27 2.154 -4.255 0.821  0.3938
H28 3.197 -3.666 2.182  0.4202
H29 1.623 -4.463 2.532  0.3994
H30 2.555 -1.407 -0.399  0.3199
H31 2.598 -0.089 0.874  0.2094
H32 3.627 -1.533 1.035  0.4819

## Properties
LUMO level ... -0.1532 Ha
Total charge ... +1
Orbital gap ... 6.16 eV
HOMO energy ... -0.37970 Eh

***

(3)
Below is a cluster of 2 separate species, C2HBrN2O2 in total, with properties calculated with ωB97M-V/def2-TZVPD.

Each line ends with the Mulliken charge.
Atoms and positions in Å:
C1 1.410 -0.757 -0.280  0.5359
C2 0.353 0.113 -0.485  -0.5051
N1 2.242 -1.560 -0.241  -0.3906
N2 -1.025 0.530 0.990  0.8516
O1 -0.558 1.319 1.716  -0.4249
O2 -1.957 -0.126 0.776  -0.4114
Br1 -0.858 -0.731 -1.684  -0.0290
H1 0.393 1.213 -0.791  0.3735

## Properties
Energy above the lowest of the compared OMol25 structures with the same formula, charge and spin ... 3.619 eV
Multiplicity ... 3
LUMO level (alpha / beta) ... -0.0021 / -0.1205 Ha
Total charge ... 0
Orbital gap (alpha / beta) ... 7.84 / 7.69 eV
HOMO energy (alpha / beta) ... -0.29013 / -0.40292 Eh

***

(4)
Below is a cluster of 3 separate species, C3H12NO4 in total, with properties calculated with ωB97M-V/def2-TZVPD.

Each line ends with the Mulliken charge.
Atoms and positions in Å:
O1 -2.153 0.705 1.364  -0.3540
C1 -1.482 1.377 0.358  0.0194
C2 -1.135 0.415 -0.728  -0.7287
N1 -0.264 -0.737 -0.172  0.2129
C3 -0.038 -1.821 -1.176  -1.0334
O2 -1.291 2.603 0.275  -0.6342
H1 -2.568 1.252 2.043  0.2935
H2 -0.555 1.000 -1.431  0.3174
H3 -2.012 -0.057 -1.196  0.4570
H4 0.635 -0.315 0.073  0.0188
H5 -0.693 -1.142 0.660  0.3692
H6 0.740 -2.485 -0.805  0.3487
H7 0.310 -1.425 -2.126  0.3442
H8 -0.964 -2.371 -1.311  0.4047
H9 1.566 0.448 1.892  0.2980
H10 1.834 -0.361 3.153  0.3259
O3 1.459 -0.441 2.277  -0.7039
H11 2.879 0.806 -1.358  0.2563
H12 1.719 1.731 -0.849  0.3082
O4 2.012 0.819 -0.943  -0.5199

## Properties
Energy above the lowest of the compared OMol25 structures with the same formula, charge and spin ... 0.574 eV
Multiplicity ... 2
LUMO level (alpha / beta) ... 0.0158 / 0.0063 Ha
Total charge ... 0
Orbital gap (alpha / beta) ... 3.76 / 8.89 eV
HOMO energy (alpha / beta) ... -0.12239 / -0.32048 Eh

***

(5)
Below is a structure of composition C21H22F3N5OPtS, with properties calculated with ωB97M-V/def2-TZVPD.

Each line ends with the Mulliken charge.
Atoms and positions in Å:
Pt1 0.455 0.232 0.788  0.2794
C1 -2.089 2.008 3.999  -1.1735
C2 -1.236 2.041 2.770  0.6922
O1 -0.643 0.909 2.481  -0.6094
N1 -0.869 3.227 2.229  -0.0101
C3 0.117 3.343 1.132  -1.3083
C4 1.449 2.846 1.685  1.3020
C5 2.303 3.834 2.205  -0.8341
C6 3.579 3.413 2.650  -0.2827
C7 3.984 2.087 2.461  -0.8981
C8 3.114 1.179 1.859  0.2381
N2 1.831 1.535 1.500  0.1324
H1 -2.942 2.639 3.790  0.4533
H2 -1.606 2.394 4.938  0.3319
H3 -2.372 0.952 4.175  0.3220
H4 -1.456 4.028 2.425  0.3262
H5 0.223 4.398 0.891  0.5631
H6 -0.188 2.876 0.210  0.1382
H7 2.002 4.883 2.269  0.4475
H8 4.170 4.121 3.221  0.4530
H9 4.877 1.746 2.882  0.4773
H10 3.492 0.149 1.678  0.3228
N3 1.524 -2.838 0.395  -0.2714
C9 1.690 -2.198 -0.756  0.8484
S1 1.881 -0.427 -0.858  -0.0993
N4 1.789 -2.959 -1.861  -0.2065
C10 1.640 -2.389 -3.227  -0.4296
C11 0.407 -1.873 -3.569  0.1528
C12 0.316 -0.926 -4.592  -0.3692
C13 1.429 -0.617 -5.304  -0.4135
C14 2.654 -1.250 -5.051  -0.2258
C15 2.730 -2.290 -4.098  -0.4692
H11 1.422 -2.313 1.255  0.1855
H12 1.582 -3.879 0.502  0.2958
H13 1.511 -3.927 -1.763  0.3196
H14 -0.449 -2.230 -2.980  0.6311
H15 -0.688 -0.482 -4.732  0.5164
H16 1.360 0.118 -6.069  0.4962
H17 3.569 -0.823 -5.550  0.4587
H18 3.656 -2.751 -3.825  0.4849
F1 -5.777 -0.676 -0.702  -0.1924
C16 -5.236 -1.779 -0.171  0.7585
F2 -5.660 -2.914 -0.855  -0.2026
F3 -5.662 -1.931 1.146  -0.2400
C17 -3.682 -1.776 -0.172  0.2650
C18 -3.021 -1.082 -1.192  -0.7728
C19 -1.738 -0.600 -0.870  -0.0506
N5 -1.135 -0.872 0.299  -0.1644
C20 -1.792 -1.627 1.243  -0.1143
C21 -2.976 -2.237 0.958  -0.7570
H19 -3.472 -0.776 -2.171  0.4582
H20 -1.190 0.035 -1.547  0.5991
H21 -1.361 -1.691 2.222  0.6306
H22 -3.518 -2.862 1.656  0.5145

## Properties
Energy above the lowest of the compared OMol25 structures with the same formula, charge and spin ... 1.169 eV
Multiplicity ... 5
LUMO level (alpha / beta) ... -0.4467 / -0.6056 Ha
Total charge ... +4
Orbital gap (alpha / beta) ... 7.16 / 4.50 eV
HOMO energy (alpha / beta) ... -0.70986 / -0.77110 Eh

***

Which formula does entry 3 have?
C2HBrN2O2